C4H6O2 | ωB97M-V/def2-TZVPD

As for the total energy: -306.445906 Eh. As for the structure (SMILES): O=C[C@@H]1C[C@@H]1O. As for the energy relative to the best compared isomer or geometry (same formula, charge and spin): 1.643 eV. The calculation puts the highest occupied orbital energy at -9.58 eV. The maximum force is 0.51 eV/A. The total charge is 0. Its HOMO-LUMO gap is 10.50 eV.

Atoms and positions in Å:
1 H -0.09169 1.22799 -1.29448
2 O -1.78904 0.08855 0.50106
3 H 1.34590 -1.27141 -0.19078
4 H -1.48522 1.00254 0.62656
5 C -0.00772 0.14606 -1.22847
6 H 0.23378 -0.36022 -2.15626
7 C 0.99424 0.38077 1.17642
8 C 0.67505 -0.43576 -0.00009
9 H 1.83701 0.01473 1.79721
10 H -1.20342 -1.57596 -0.48870
11 C -0.85926 -0.57176 -0.26818
12 O 0.35036 1.35448 1.52570

Here are the Mulliken charges for atoms 1 to 4, given in e:
1 H 0.253
2 O -0.516
3 H 0.383
4 H 0.346